(1)
30
Properties=species:S:1:pos:R:3:forces:R:3 method="wB97M-V/def2-TZVPD" lumo_energy_ev=1.1 total_energy_ha=-372.06064 homo_ev=-9.965
C 2.167272 0.382963 0.296000 -0.3 -0.1 0.1
C -2.309027 1.888058 -0.957251 0.4 -0.1 0.0
C 1.217619 1.068169 1.276736 0.3 0.0 -0.1
C 1.723345 0.677978 -1.134232 0.2 0.0 0.1
C -3.364105 2.055847 -0.188449 -0.2 0.1 0.1
H 3.176517 0.784671 0.447391 0.0 0.0 0.0
H -1.306528 1.805443 -0.555038 0.0 0.0 0.0
H -2.392859 1.802440 -2.028364 -0.1 0.0 -0.2
H 0.209799 0.681661 1.142313 -0.2 0.0 0.0
H 1.524189 0.888036 2.305272 0.0 0.0 0.1
H 0.745536 0.235287 -1.310501 -0.1 0.0 0.0
H 2.428082 0.272683 -1.855667 0.0 0.0 -0.2
H 1.657455 1.752303 -1.296332 0.0 0.1 -0.1
H 1.201738 2.143273 1.109340 -0.1 0.1 0.0
H -4.575317 -0.231264 0.738043 -0.9 -0.7 0.5
H -4.360907 2.130279 -0.593245 -0.2 0.0 -0.1
H -3.282243 2.144360 0.881697 0.1 0.0 0.2
C 2.194280 -1.124368 0.570302 0.3 0.2 -0.1
C -1.849644 -1.665808 0.278436 -0.4 -0.4 0.4
C 3.287557 -1.863367 -0.192555 -0.2 0.0 0.1
N -1.304425 -1.109735 -0.698285 0.6 0.4 -0.7
H -1.751473 -1.265495 -1.600906 -0.2 -0.2 0.2
H 2.350178 -1.282205 1.640816 -0.1 0.0 0.1
H 1.220808 -1.542220 0.307177 -0.1 0.0 0.1
H -2.743571 -2.294213 0.253394 0.0 0.0 -0.2
H -1.405477 -1.521842 1.255806 0.1 0.0 0.3
H -5.147853 -0.655964 1.052486 0.9 0.6 -0.5
H 3.116367 -1.817589 -1.264685 0.0 0.0 -0.1
H 4.262623 -1.428465 0.019394 0.1 0.0 0.0
H 3.310064 -2.910916 0.100906 0.1 -0.1 0.0

(2)
33
Properties=species:S:1:pos:R:3:forces:R:3 method="wB97M-V/def2-TZVPD" lumo_energy_ev=2.2 total_charge=-1 total_energy_ha=-2006.40074 homo_ev=-4.873
Pt 1.195189 -0.407981 -0.617691 4.7 -2.1 -3.0
N -0.635666 -1.547344 -1.543606 -0.2 1.0 1.2
C -0.368583 -2.500160 -2.602153 0.9 -0.3 -0.4
C 1.137737 -2.572508 -2.951597 -1.3 0.0 0.3
O 1.490968 -3.330344 -3.854802 0.2 -0.1 -0.1
N 1.893072 -1.787780 -2.213202 -1.0 1.4 1.7
C 3.298193 -1.818947 -2.495705 0.9 0.7 0.6
C 4.095396 -0.834344 -1.578452 0.0 -2.1 -2.1
O 5.307404 -0.806584 -1.727653 0.2 0.3 0.3
O 3.420928 -0.150817 -0.768625 -2.5 1.6 2.2
H -1.029503 -1.961468 -0.709496 -0.2 0.1 -0.2
H -1.176095 -0.748671 -1.845951 -0.2 -0.2 0.1
H -0.900498 -2.232763 -3.520095 0.0 0.0 0.1
H -0.680640 -3.507323 -2.313230 0.0 0.1 0.0
H 3.503324 -1.534104 -3.535355 0.0 -0.1 0.1
H 3.714433 -2.822504 -2.343184 -0.1 0.1 -0.1
Cl 2.378766 3.056116 2.909336 0.2 0.0 0.0
C 0.738183 2.575853 2.657567 0.2 -0.4 -0.5
C -0.242590 3.159937 3.440074 -0.6 -0.2 -0.1
C -1.563698 2.806256 3.279743 0.4 0.2 0.2
Cl -2.765122 3.550168 4.292806 -0.2 0.1 0.2
C -1.946508 1.860918 2.319175 0.3 -0.2 -0.2
C -3.277894 1.448552 2.104925 0.0 -0.1 -0.2
C -3.544676 0.528838 1.128557 0.0 0.2 0.2
C -2.479588 0.027317 0.371017 0.1 0.0 0.1
N -1.223599 0.370806 0.549357 -0.7 -0.3 -0.2
C -0.929426 1.266128 1.504622 -0.1 0.4 0.4
C 0.474001 1.600657 1.665785 -0.5 0.4 0.6
O 1.391737 1.062881 0.981544 -0.3 -0.9 -1.0
H 0.043214 3.890319 4.181282 0.0 0.1 0.1
H -4.066886 1.866474 2.713879 0.0 0.0 0.0
H -4.548304 0.181884 0.928249 -0.1 0.0 0.0
H -2.703269 -0.689465 -0.407122 0.0 -0.1 -0.1